Record 1
The following is a DFT calculation (the ωB97M-V functional and the def2-TZVPD basis) of C48H25F15GeHfN2PS as an isolated structure.

Element x y z (Å)
Hf: -0.54589 1.30143 0.18475
N: -0.18371 2.13441 -1.89338
C: -1.19119 3.20375 -2.00508
C: -2.12923 3.15144 -3.03788
C: -3.04546 4.17530 -3.15207
C: -3.13106 5.15786 -2.16707
C: -2.23447 5.17439 -1.12332
C: -1.20135 4.26073 -1.05648
C: -0.18177 4.33954 0.04119
C: 0.41920 5.59225 0.23837
C: 1.24003 5.78293 1.33516
C: 1.40610 4.78400 2.27509
C: 0.80921 3.53306 2.08977
C: 0.03432 3.25244 0.98607
H: -0.32618 1.40679 -2.60054
H: 0.71076 2.58202 -2.09760
H: -2.15325 2.40622 -3.77840
H: -3.82637 4.19376 -3.92576
H: -3.97972 5.90855 -2.34577
H: -2.22616 5.94471 -0.38283
H: 0.21810 6.32882 -0.54769
H: 1.69935 6.80662 1.39005
H: 1.97354 4.99348 3.19003
H: 0.97355 2.74134 2.82917
F: -4.84050 -2.08000 3.03297
C: -3.95620 -1.14057 3.34653
C: -2.91225 -0.82044 2.54570
C: -2.14634 0.23746 3.05715
F: -1.04388 0.69797 2.31911
C: -2.33651 0.96951 4.22929
F: -1.50783 1.95527 4.53553
C: -3.48566 0.69049 4.92320
F: -3.87258 1.51964 5.85497
C: -4.20421 -0.43888 4.54155
F: -5.28475 -0.77197 5.27579
Ge: -2.75229 -1.33866 0.63853
S: -2.82466 0.57863 -0.45840
C: -4.26016 -2.43104 0.06765
C: -5.35989 -2.02191 -0.65074
F: -5.41295 -0.74452 -1.12117
C: -6.33428 -2.89383 -1.13433
F: -7.22124 -2.47916 -1.99548
C: -6.31503 -4.20710 -0.76875
F: -7.04503 -5.12860 -1.36450
C: -5.26094 -4.69216 0.02923
F: -5.19837 -5.94751 0.48172
C: -4.24538 -3.77131 0.34121
F: -3.29435 -4.23496 1.13450
C: -1.14997 -2.43671 0.27189
C: -0.39245 -3.04628 1.26412
F: -0.36932 -2.74225 2.56549
C: 0.53671 -4.06727 0.93461
F: 1.46802 -4.49271 1.74078
C: 0.44593 -4.68739 -0.30165
F: 1.14995 -5.79185 -0.58933
C: -0.47180 -4.24393 -1.24305
F: -0.63819 -4.82904 -2.41556
C: -1.17499 -3.05892 -0.97953
F: -1.88183 -2.48070 -1.91679
N: 0.88188 -0.03694 0.11444
P: 2.40254 -0.25924 -0.22347
C: 3.10094 1.08998 -1.15969
C: 2.97360 2.41904 -0.73675
C: 3.30661 3.45365 -1.60258
C: 3.74062 3.15391 -2.85557
C: 3.80992 1.84229 -3.30364
C: 3.48219 0.81477 -2.45997
C: 3.49629 -0.50251 1.17879
C: 3.03262 -0.96013 2.44235
C: 3.89314 -1.33433 3.41837
C: 5.25386 -1.31993 3.21547
C: 5.75442 -0.73765 2.05717
C: 4.87217 -0.40385 1.03277
C: 2.58573 -1.71786 -1.23549
C: 1.64132 -1.98015 -2.21519
C: 1.64904 -3.04958 -3.06607
C: 2.70480 -3.92953 -2.98233
C: 3.69999 -3.72350 -2.06611
C: 3.67078 -2.61037 -1.19607
H: 2.77532 2.60010 0.29487
H: 3.30487 4.50619 -1.34902
H: 3.95203 3.87449 -3.61467
H: 4.06664 1.71092 -4.35546
H: 3.64030 -0.17974 -2.76953
H: 1.95620 -1.15796 2.51766
H: 3.53108 -1.79658 4.40095
H: 5.95717 -1.62794 3.99534
H: 6.78717 -0.61848 1.87508
H: 5.26729 -0.04835 0.02108
H: 0.69366 -1.36758 -2.20584
H: 0.86938 -3.19806 -3.75740
H: 2.69268 -4.82554 -3.56125
H: 4.50103 -4.41443 -1.91565
H: 4.51754 -2.45024 -0.57063

HOMO (eV): -11.372
Total charge: +1
Lowest unoccupied orbital energy (eV): -2.60

Mulliken atomic charge list, values in e, 5 entries:
1. Hf 0.17
2. N -0.03
3. C 0.58
4. C -1.15
5. C -0.60

Record 2
The following is a DFT calculation (the ωB97M-V functional and the def2-TZVPD basis) of an isolated ion of composition C6H12N and charge +1.

Element x y z (Å)
C: 1.66582 -1.23111 1.67725
C: 0.61055 -0.91439 0.94262
C: 0.69048 -0.09335 -0.30279
C: 1.18131 -0.54927 -1.44778
C: 0.10015 1.28871 -0.16814
C: -1.40925 1.26169 0.11320
N: -2.04196 0.03062 -0.58121
H: 2.69390 -0.93077 1.53358
H: 1.51592 -1.60456 2.68004
H: -0.31742 -1.37893 1.26933
H: 1.08776 0.09952 -2.31878
H: 1.73773 -1.45372 -1.61652
H: 0.22217 1.82773 -1.10484
H: 0.58624 1.88162 0.60178
H: -1.72606 1.15266 1.14540
H: -1.91576 2.07692 -0.39648
H: -1.73858 -0.83674 -0.13890
H: -3.05683 0.06748 -0.52594
H: -1.74242 0.05969 -1.55504

HOMO (eV): -13.438
SMILES: C=CC(=C)CC[NH3+]
Total charge: +1
Lowest unoccupied orbital energy (eV): -3.57
ΔE to the lowest compared entry with this formula, charge and spin (kcal/mol): 33.9

Mulliken atomic charge list, values in e, 5 entries:
1. C -0.90
2. C -0.02
3. C 0.46
4. C -0.90
5. C -0.49

Record 3
The following is a DFT calculation (the ωB97M-V functional and the def2-TZVPD basis) of a 2-piece molecular cluster, C4H15N2O overall.

Element x y z (Å)
C: -1.08885 -1.99771 1.17766
C: -0.86529 -1.32508 -0.21671
C: -0.95703 0.21732 -0.31032
C: 0.53911 2.34875 0.20787
N: 0.38536 0.90504 -0.06734
N: -0.09878 -1.67303 2.18780
H: -1.97776 -1.48679 1.58607
H: -1.14019 -3.07775 1.06801
H: -1.60230 -1.65735 -0.95354
H: 0.14371 -1.68876 -0.45956
H: -1.26243 0.60446 -1.28693
H: -1.69492 0.53615 0.43315
H: -0.06007 2.64802 1.07264
H: 1.56882 2.63482 0.40877
H: 0.14653 2.96047 -0.60356
H: 1.05548 0.52952 -0.75759
H: 0.59084 0.38530 0.78131
H: -0.06151 -2.36664 2.95117
H: -0.27701 -0.76718 2.63935
H: 2.68594 1.37389 -3.41400
H: 1.77641 0.16099 -3.55510
O: 2.19395 0.73557 -2.88915

HOMO (spin up / spin down) (eV): -17.986 / -17.986
Spin multiplicity: 2
<S²>: 0.75
Total charge: +2
Lowest unoccupied orbital energy (spin up / spin down) (eV): -7.48 / -12.94
ΔE to the lowest compared entry with this formula, charge and spin (kcal/mol): 37.1

Mulliken atomic charge list, values in e, 5 entries:
1. C -0.47
2. C -0.61
3. C -0.66
4. C -0.82
5. N -0.09

Record 4
The following is a DFT calculation (the ωB97M-V functional and the def2-TZVPD basis) of a 2-piece molecular cluster, C2HN3O2 overall.

Element x y z (Å)
N: 0.22869 1.81216 -1.01486
C: 1.27164 1.10779 -1.47359
N: 1.58657 0.51508 -0.09693
N: 0.23710 0.77324 -0.19851
H: 1.78203 -0.54595 -0.02396
O: -0.93900 -1.77740 0.28174
C: -1.70038 -1.20346 0.93542
O: -2.46665 -0.68147 1.59070

HOMO (eV): -10.130
SMILES: n1c2[nH]n1-2.O=C=O
Lowest unoccupied orbital energy (eV): -0.47
ΔE to the lowest compared entry with this formula, charge and spin (kcal/mol): 135.1

Mulliken atomic charge list, values in e, 5 entries:
1. N -0.34
2. C 0.07
3. N -0.27
4. N 0.24
5. H 0.29

Calculated total energy values (in eV) by entry order: -171864.86929; -7898.59216; -9399.29803; -10650.14192.